Formula: C43H53N6O3SeTeTi
Source: the OMol25 dataset
Level of theory: wB97M-V/def2-TZVPD

Atoms and positions in Å:
Ti: -0.261 0.401 -0.526
C: -1.256 -1.832 1.857
N: -0.968 -1.837 0.428
C: 0.144 -2.751 0.162
C: 1.422 -2.111 0.626
C: 2.445 -2.828 1.224
C: 3.609 -2.163 1.568
C: 3.716 -0.809 1.289
C: 2.643 -0.168 0.697
N: 1.508 -0.800 0.390
C: -2.157 -2.168 -0.358
C: -1.904 -1.946 -1.824
C: -2.628 -2.626 -2.789
C: -2.402 -2.324 -4.121
C: -1.453 -1.367 -4.440
C: -0.762 -0.741 -3.418
N: -0.985 -1.028 -2.131
C: -2.043 -0.619 2.264
C: -2.799 -0.615 3.428
C: -3.511 0.524 3.752
C: -3.466 1.605 2.885
C: -2.688 1.506 1.747
N: -1.964 0.426 1.448
H: -0.304 -1.823 2.393
H: -1.787 -2.746 2.158
H: 0.220 -2.922 -0.913
H: -0.002 -3.727 0.646
H: 2.335 -3.891 1.388
H: 4.428 -2.698 2.032
H: 4.616 -0.256 1.517
H: 2.669 0.884 0.440
H: -2.973 -1.506 -0.050
H: -2.483 -3.203 -0.182
H: -3.366 -3.360 -2.494
H: -2.961 -2.827 -4.899
H: -1.252 -1.104 -5.469
H: -0.017 0.022 -3.599
H: -2.834 -1.498 4.054
H: -4.113 0.561 4.651
H: -4.038 2.503 3.071
H: -2.648 2.309 1.025
C: 1.426 0.003 3.951
O: 0.635 0.807 3.105
C: 1.147 2.120 3.033
C: 0.182 3.046 2.342
O: -0.015 2.667 0.996
C: -0.514 3.739 0.207
H: 1.347 0.332 4.993
H: 2.480 0.027 3.653
H: 1.069 -1.023 3.874
H: 2.113 2.120 2.509
H: 1.314 2.511 4.047
H: 0.614 4.054 2.377
H: -0.772 3.069 2.884
H: 0.145 4.609 0.290
H: -1.521 4.029 0.527
H: -0.546 3.393 -0.821
Se: -5.005 0.752 -1.582
C: -3.266 1.098 -1.401
N: -2.135 1.311 -1.206
C: 2.448 3.204 -1.403
C: 1.877 1.978 -2.110
O: 2.319 1.719 -3.239
N: 0.956 1.272 -1.453
Te: 2.878 -1.390 -3.299
C: 3.086 -1.942 -5.356
C: 3.887 -3.009 -5.784
C: 4.852 -3.738 -4.886
C: 3.842 -3.391 -7.124
C: 3.062 -2.728 -8.057
C: 3.018 -3.163 -9.497
C: 2.352 -1.617 -7.627
C: 2.356 -1.202 -6.299
C: 1.620 0.074 -5.973
C: 3.029 -3.343 -2.441
C: 4.098 -3.660 -1.590
C: 5.271 -2.743 -1.355
C: 4.129 -4.905 -0.966
C: 3.127 -5.846 -1.147
C: 3.173 -7.183 -0.457
C: 2.079 -5.520 -1.996
C: 2.016 -4.294 -2.653
C: 0.849 -4.077 -3.585
H: 3.529 3.228 -1.542
H: 2.197 3.216 -0.342
H: 2.039 4.101 -1.873
H: 5.284 -3.056 -4.152
H: 5.662 -4.160 -5.481
H: 4.377 -4.554 -4.338
H: 4.459 -4.225 -7.444
H: 3.676 -4.014 -9.672
H: 3.327 -2.354 -10.161
H: 2.007 -3.454 -9.786
H: 1.784 -1.035 -8.347
H: 1.920 0.850 -6.679
H: 1.821 0.469 -4.977
H: 0.541 -0.054 -6.085
H: 4.998 -1.691 -1.394
H: 6.037 -2.907 -2.118
H: 5.728 -2.952 -0.386
H: 4.967 -5.142 -0.317
H: 4.079 -7.288 0.140
H: 3.151 -7.998 -1.181
H: 2.315 -7.315 0.205
H: 1.293 -6.248 -2.174
H: 0.716 -4.953 -4.223
H: 0.975 -3.210 -4.225
H: -0.082 -3.942 -3.026

Spin multiplicity: 2
Charge: 0
Kohn-Sham gap (spin up / spin down) in Eh: 0.2512 / 0.2649
Expectation value of S²: 0.76
Energy above the lowest of the compared OMol25 structures with the same formula, charge and spin in eV: 0.2075
E_LUMO (spin up / spin down) in eV: 0.2268 / 0.1915


Formula: C12H13AsN3O2RuS2
Source: the OMol25 dataset
Level of theory: wB97M-V/def2-TZVPD

Atoms and positions in Å:
Ru: 0.112 -0.569 0.054
S: -1.812 -1.431 0.519
C: -2.174 -1.100 2.162
C: -3.348 -1.581 2.769
C: -3.558 -1.308 4.095
C: -2.624 -0.555 4.831
C: -1.476 -0.077 4.245
C: -1.245 -0.356 2.892
S: 0.149 0.244 2.067
H: -4.061 -2.158 2.195
H: -4.450 -1.675 4.584
H: -2.812 -0.355 5.877
H: -0.752 0.497 4.809
O: 0.907 -2.292 -0.403
N: 2.090 -1.693 -0.573
C: 3.130 -2.439 -0.560
C: 4.402 -1.798 -0.752
N: 5.413 -1.282 -0.921
C: 3.058 -3.867 -0.408
N: 2.998 -5.005 -0.281
C: -1.372 2.320 -2.585
As: 0.451 1.867 -2.240
C: 1.079 0.594 -3.520
C: 1.556 3.417 -2.243
O: 0.598 1.217 -0.678
H: -1.464 2.710 -3.598
H: -1.683 3.075 -1.866
H: -1.987 1.429 -2.475
H: 0.955 0.994 -4.526
H: 0.505 -0.327 -3.425
H: 2.131 0.396 -3.326
H: 1.577 3.847 -3.243
H: 2.559 3.124 -1.940
H: 1.150 4.136 -1.535

Spin multiplicity: 1
Charge: +1
Kohn-Sham gap (spin up / spin down) in Eh: 0.2321 / 0.2303
Energy above the lowest of the compared OMol25 structures with the same formula, charge and spin in eV: 0.5381
E_LUMO (spin up / spin down) in eV: -5.2637 / -5.3082


Formula: C8H11O2P
Source: the OMol25 dataset
Level of theory: wB97M-V/def2-TZVPD

Atoms and positions in Å:
O: 1.846 -0.558 3.066
C: 0.785 -0.978 2.234
P: 0.606 0.239 0.874
C: 1.391 1.854 0.988
O: 1.687 2.079 2.369
C: -0.366 -0.244 -0.602
C: -1.518 0.468 -0.933
C: -2.284 0.111 -2.018
C: -1.943 -1.042 -2.783
C: -0.813 -1.786 -2.449
C: 0.012 -1.333 -1.419
H: 1.960 0.423 3.004
H: 0.979 -1.969 1.810
H: -0.137 -1.050 2.788
H: 2.304 1.856 0.410
H: 0.743 2.675 0.641
H: 1.856 3.026 2.537
H: -1.831 1.323 -0.332
H: -3.117 0.769 -2.204
H: -2.521 -1.382 -3.665
H: -0.555 -2.594 -3.107
H: 0.916 -1.885 -1.207

Spin multiplicity: 1
Charge: 0
Kohn-Sham gap in Eh: 0.2645
Structure (SMILES): OCP(CO)c1ccccc1
Energy above the lowest of the compared OMol25 structures with the same formula, charge and spin in eV: 1.7035
E_LUMO in eV: 0.4202


Formula: C8H18O3PPd
Source: the OMol25 dataset
Level of theory: wB97M-V/def2-TZVPD

Atoms and positions in Å:
C: 2.865 1.898 1.535
C: 2.559 0.908 0.519
C: 1.540 0.995 -0.480
C: 0.284 0.822 0.454
P: -0.759 -0.516 -0.220
O: -1.216 -0.184 -1.577
O: 0.215 -1.746 -0.128
C: 0.218 -2.753 -1.189
C: 1.328 -2.492 -2.174
O: -1.865 -0.760 0.866
C: -2.511 0.380 1.512
C: -3.176 1.345 0.544
H: 3.054 1.419 2.493
H: 3.768 2.475 1.281
H: 2.054 2.630 1.600
H: 2.646 -0.120 0.887
H: 1.498 1.956 -0.991
H: 1.590 0.203 -1.226
H: 0.549 0.536 1.482
H: -0.235 1.774 0.545
H: -0.759 -2.811 -1.668
H: 0.386 -3.695 -0.672
H: 2.297 -2.513 -1.671
H: 1.325 -3.276 -2.932
H: 1.192 -1.537 -2.686
H: -1.791 0.869 2.176
H: -3.262 -0.057 2.165
H: -3.828 2.035 1.078
H: -2.453 1.900 -0.056
H: -3.850 0.770 -0.190
Pd: -3.664 -0.455 -1.275

Spin multiplicity: 1
Charge: +1
Kohn-Sham gap in Eh: 0.1097
E_LUMO in eV: -6.6416


> Look up the charge of the third one.

0


> Look up the charge of the fourth one.

+1


> What is the formula in the first record?

C43H53N6O3SeTeTi